19
Properties=species:S:1:pos:R:3:mulliken_charge:R:1 method="wB97M-V/def2-TZVPD" de_lowest_kj_mol=61.6 homo_energy_ev=-11.00 e_tot_ha=-198.86569
C -1.1304 1.1087 1.3278 -1.14
C 0.1859 0.4008 1.7374 0.14
C -0.1729 -0.8630 2.5399 -1.19
H -1.9215 0.4060 1.0187 0.29
H -0.8626 1.7398 0.4530 0.29
H -1.4862 1.6784 2.1734 0.41
H 0.7477 0.0107 0.8758 0.01
H 0.8068 1.0837 2.3203 0.28
H 0.7059 -1.5291 2.4733 0.34
H -0.4597 -0.6925 3.6301 0.30
H -0.9739 -1.5474 2.1655 0.31
C 1.0712 -0.2604 -2.0184 -0.58
C 0.0282 -0.1196 -3.1888 -0.88
H 1.7558 0.5827 -1.9201 0.34
H 0.4555 -0.3081 -1.1096 -0.07
H 1.6250 -1.1945 -2.1463 0.32
H 0.6666 -0.0813 -4.0640 0.27
H -0.4152 -1.1307 -3.1963 0.24
H -0.6261 0.7159 -3.0718 0.34